{"formula": "C41H68N8O9", "method": "the ωB97M-V functional and the def2-TZVPD basis", "species": ["O", "O", "O", "O", "O", "O", "O", "O", "O", "N", "N", "N", "N", "N", "N", "N", "N", "C", "C", "C", "C", "C", "C", "C", "C", "C", "C", "C", "C", "C", "C", "C", "C", "C", "C", "C", "C", "C", "C", "C", "C", "C", "C", "C", "C", "C", "C", "C", "C", "C", "C", "C", "C", "C", "C", "C", "C", "C", "H", "H", "H", "H", "H", "H", "H", "H", "H", "H", "H", "H", "H", "H", "H", "H", "H", "H", "H", "H", "H", "H", "H", "H", "H", "H", "H", "H", "H", "H", "H", "H", "H", "H", "H", "H", "H", "H", "H", "H", "H", "H", "H", "H", "H", "H", "H", "H", "H", "H", "H", "H", "H", "H", "H", "H", "H", "H", "H", "H", "H", "H", "H", "H", "H", "H", "H", "H"], "xyz": [[3.06670, -2.29220, 7.76840], [7.70228, 2.35203, -0.50029], [2.45842, -0.45717, 6.78096], [8.68455, 4.27080, -1.25028], [-4.43196, 2.25804, 5.33509], [-5.81318, 0.94928, 4.05323], [4.02442, -0.26089, 8.46585], [-4.12933, 0.04373, 5.07346], [7.15041, 3.00679, -2.48349], [1.91495, 6.29968, 8.66577], [2.66757, 5.38240, -2.68225], [-0.95404, -4.38587, 1.80009], [6.41594, -5.24340, 4.60198], [-3.89680, 3.77882, -3.61761], [1.37548, 0.19438, -1.75210], [-5.29464, -0.67413, -1.17389], [6.11785, -3.91932, -6.35085], [-7.32540, 4.22911, -4.54509], [3.26373, -0.95141, 7.74373], [-7.86012, -2.77260, -2.51588], [-7.70663, 3.35354, -5.81241], [-5.84973, -0.46350, 3.76154], [0.15131, 2.09430, -0.48507], [5.90074, -5.46864, 3.56859], [-1.67896, -4.66306, 0.96699], [1.37653, 6.16082, -4.73749], [4.34642, -4.66047, 1.73144], [-4.73213, 1.19639, 4.81206], [1.82846, -1.52985, 6.01209], [6.29617, 1.87478, -2.29142], [5.29568, -5.79034, 2.25999], [-1.92584, -5.48892, -1.39126], [4.50097, -5.53072, -3.84316], [-1.06509, -4.27216, -1.85443], [4.18163, -3.02029, -4.75930], [5.26186, -3.55089, -5.63383], [2.25174, 4.24438, -6.15993], [-0.15738, 6.42409, 5.34095], [6.71842, 1.37918, -0.90561], [-0.46405, 5.20847, 6.17158], [-5.03710, 3.73990, -3.55663], [4.80565, -3.22294, 1.94358], [0.96470, 2.39318, 0.85237], [2.19455, -2.72927, 6.77244], [7.87872, 3.32367, -1.39249], [1.05502, 5.10785, -5.79401], [-5.89462, -1.24370, -1.96923], [0.74730, 1.01463, -1.19415], [-4.38249, -0.93900, 4.08653], [1.36736, 5.57291, 7.94740], [4.13854, -4.00199, -3.48804], [-2.62445, -5.14782, -0.01596], [0.66843, 4.63333, 7.05132], [1.09710, 1.14121, 1.66808], [-6.71330, -1.89143, -3.04276], [-6.49342, 3.56647, -3.41005], [2.13334, 5.75407, -3.62498], [-7.53095, -3.58186, -1.24053], [-7.04536, -1.25872, -3.86587], [-8.75763, -2.15850, -2.44207], [6.10793, -5.83833, 1.53471], [-1.32858, 5.42394, 6.79948], [-8.70226, 3.58980, -6.18790], [1.36477, -3.17796, 7.31856], [2.33816, 3.37864, -5.50332], [1.94785, 6.94889, -5.22803], [3.93354, -4.85051, 0.74073], [5.56862, -5.71787, -3.95800], [-4.27915, -1.94711, 4.48796], [2.00227, 0.59701, 1.39864], [0.64209, 5.60519, -6.67165], [1.40097, 4.17679, 6.38570], [-0.87537, 1.78662, -0.28666], [1.93017, 2.79399, 0.54362], [-1.76360, -3.51107, -2.20218], [-8.11710, -3.48643, -3.29851], [0.25393, 0.46450, 1.52936], [4.85734, -6.78819, 2.27601], [3.44947, -4.82385, 2.32884], [0.28806, 3.84692, 7.70322], [-7.04254, 5.25362, -4.78690], [5.87699, -3.22515, 1.74276], [-0.50480, -3.84363, -1.02345], [4.03682, -6.03189, -4.69256], [4.28303, -2.50808, 1.30802], [2.71032, -3.50447, 6.20576], [-3.60053, -0.79511, 3.34090], [3.13621, -3.82072, -3.10001], [-6.72372, -4.27159, -1.48705], [-7.78304, 2.31723, -5.48328], [4.24232, -6.16092, -2.99225], [3.25252, -2.86967, -5.30900], [6.45337, 1.09476, -3.03638], [3.19341, 4.79268, -6.13277], [-6.84384, 3.96170, -2.45658], [-3.46768, -4.46008, -0.07993], [2.16960, -1.57450, 4.97782], [5.23066, 2.08509, -2.38395], [7.09682, 0.36818, -1.05652], [-6.72854, 2.50881, -3.29096], [0.43321, 7.17148, 5.87076], [-0.82940, 4.51566, 5.41353], [-6.04939, -0.79830, 2.74363], [1.22151, 1.41459, 2.71588], [4.71597, -2.93274, 2.99041], [-7.14221, -2.90721, -0.47775], [-5.93978, -2.51528, -3.49060], [0.77588, -1.24961, 6.05277], [0.29966, 4.47525, -5.32781], [-8.24041, 4.53140, -4.03569], [-7.01724, 3.45310, -6.65082], [0.52318, 6.72328, -4.35863], [-0.30617, -4.54593, -2.58737], [4.55080, -2.05984, -4.39962], [-6.63139, -0.86446, 4.40677], [-1.01816, 6.89716, 4.86833], [2.13849, 3.90505, -7.18955], [-8.39125, -4.02185, -0.73616], [0.14026, 3.01010, -1.07609], [-2.65383, -5.68674, -2.17803], [-3.16823, -5.98627, 0.41924], [0.51241, 3.19367, 1.43781], [5.91772, 1.19910, -0.18828], [0.43691, 6.16120, 4.46585], [-1.44549, -6.46658, -1.35204], [4.92209, -3.78023, -2.76348]], "atomic_forces_ev_per_a": [[1.94, 0.81, 1.63], [-0.36, -1.03, 1.54], [0.38, 0.33, -0.70], [-3.39, -3.43, -0.80], [-0.71, -2.08, -1.54], [0.01, -0.14, -1.38], [-3.13, -3.09, -2.78], [2.16, -0.35, 1.31], [-0.38, 0.94, -1.00], [-0.68, -0.88, -0.89], [0.32, -0.11, 0.27], [0.86, 0.52, 0.81], [-1.53, -0.55, -2.89], [0.67, 0.23, -0.19], [-1.75, 1.83, 1.38], [0.17, -0.21, 0.17], [-2.31, 0.88, 2.07], [-1.36, -0.12, -0.19], [1.87, 1.89, 1.65], [-0.36, -0.34, 0.07], [0.27, 0.54, 1.22], [1.00, -1.11, -0.32], [-0.16, 1.31, 1.67], [1.15, 0.34, 2.45], [-0.69, -0.57, -0.31], [-0.35, 1.86, -1.74], [-1.61, -0.82, 1.43], [-0.13, 1.85, 1.89], [-0.51, 2.10, -0.05], [-0.16, -0.23, 0.45], [0.56, 1.14, -0.94], [-0.35, 0.75, 0.18], [-0.65, 0.40, 0.78], [-0.19, -0.89, 0.64], [2.01, -1.22, 1.03], [1.62, -0.20, -2.26], [0.10, -0.01, -0.42], [1.10, 0.73, -0.62], [-0.04, -0.42, -0.71], [-0.90, 0.33, 0.20], [-1.05, -0.55, 0.44], [0.78, -0.69, 0.06], [-0.62, 0.05, -1.38], [-0.34, -1.98, 0.92], [2.55, 1.88, -0.05], [-0.24, -0.34, 0.90], [-1.30, 0.67, -0.91], [2.79, -2.52, -2.23], [-1.44, 1.00, 0.53], [0.33, 0.93, 0.39], [0.12, -1.13, -2.03], [-0.50, -0.60, -1.01], [-0.04, -0.07, -0.50], [0.72, -0.27, 0.57], [1.17, -0.94, 0.67], [-0.07, 0.50, -0.62], [0.51, -1.02, 1.38], [0.23, 1.28, -0.12], [0.10, 0.52, 0.50], [0.03, 0.07, 0.50], [0.37, -0.20, 0.14], [0.02, -0.01, 0.17], [0.05, 0.34, 0.10], [-0.23, -0.15, -0.35], [0.07, 0.06, -0.04], [0.30, 0.13, -0.11], [0.80, -0.17, -0.31], [0.09, 0.62, -0.13], [-0.26, 0.21, 0.21], [-0.07, -0.15, -0.12], [-0.08, -0.01, 0.15], [0.26, -0.03, 0.17], [-0.14, 0.29, 0.27], [0.11, -0.13, 0.02], [0.31, 0.08, -0.29], [0.12, 0.01, -0.20], [-0.08, 0.06, 0.24], [-0.27, 0.22, 0.14], [-0.33, 0.28, 0.17], [-0.10, -0.11, -0.16], [1.05, -0.28, -0.35], [0.12, 0.55, -0.26], [-0.05, -0.02, 0.10], [-0.33, 0.61, -0.20], [0.07, -0.12, 0.04], [-0.13, 0.07, -0.16], [-0.53, -0.10, -0.65], [0.17, -0.59, 0.49], [-0.27, -0.38, 0.24], [0.26, -0.13, -0.18], [-0.22, 0.12, 0.24], [0.05, -0.36, 0.18], [0.60, 0.32, -0.21], [0.03, 0.10, 0.11], [0.43, 0.40, 0.03], [0.35, 0.63, -0.50], [0.18, 0.46, 0.10], [0.11, 0.80, 0.21], [1.01, 0.22, 0.37], [0.17, -0.16, -0.45], [-0.21, 0.18, 0.12], [0.19, -0.81, 0.54], [-0.42, 1.09, -0.26], [-0.20, -0.25, 0.12], [-0.14, 0.04, -0.04], [0.23, 0.14, 0.01], [-0.13, -0.42, -0.32], [-0.04, -0.43, -0.28], [-0.29, -0.12, -0.46], [-0.54, -0.65, -0.02], [0.16, -0.12, 0.23], [-0.41, -0.35, -0.07], [-0.37, 0.07, -0.30], [-0.28, 0.19, -0.12], [0.36, -0.37, 0.16], [-0.32, -0.05, 0.54], [0.02, -0.26, 0.07], [0.01, -0.44, -0.59], [-0.09, -0.19, -0.28], [-0.50, 0.29, 0.22], [0.48, -0.52, -0.01], [-0.44, -0.05, -0.30], [0.02, 0.96, 0.20], [0.37, -0.23, 0.02], [0.66, 0.32, 0.50], [-0.31, 0.71, -0.02]], "e_homo_ev": -10.7, "energy_ev": -73962.3861, "smiles": "O=C1OCCO1.O=C1OCCO1.O=C1OCCO1.CCCC#N.CCCC#N.CCCC#N.CCCC#N.CCCC#N.CCCC#N.CCCC#N.CCCC#N", "molar_mass_g_mol": 817.04, "gap_ev": 10.41}

---

{"formula": "C3H4BrO2S", "method": "the ωB97M-V functional and the def2-TZVPD basis", "species": ["Br", "S", "O", "O", "C", "C", "C", "H", "H", "H", "H"], "xyz": [[-0.37977, -2.22076, 0.50101], [-1.94506, 0.50226, -0.23610], [-2.19322, 0.76841, 1.16508], [-2.71555, -0.57276, -0.95871], [-0.15689, -0.36632, -0.05200], [0.89333, 0.38022, 0.61344], [1.14154, -0.01481, -0.77040], [1.74115, 0.24428, 1.44756], [0.65578, 1.41148, 0.71797], [1.85182, -0.85048, -0.89776], [1.10686, 0.71849, -1.53010]], "atomic_forces_ev_per_a": [[0.15, 0.01, -0.14], [1.20, -0.45, -3.13], [-0.89, -0.32, 1.66], [0.53, 0.84, 1.38], [-0.49, -1.13, 0.25], [2.90, 1.62, 3.02], [-0.02, -1.81, -0.37], [-2.31, -0.83, -1.67], [-0.55, 0.95, 0.04], [-0.51, 0.53, -0.19], [0.00, 0.59, -0.86]], "e_homo_ev": -3.5, "energy_ev": -88147.9806, "total_charge": -1, "molar_mass_g_mol": 184.03, "gap_ev": 7.01}

---

{"formula": "C6H8S", "method": "the ωB97M-V functional and the def2-TZVPD basis", "species": ["S", "C", "C", "C", "C", "C", "C", "H", "H", "H", "H", "H", "H", "H", "H"], "xyz": [[0.21597, 0.19912, 1.82126], [-1.10640, -1.74962, 0.34978], [-0.85217, 1.81703, -1.41704], [0.26512, 1.24771, -1.10110], [-1.01283, -0.97923, 1.42015], [1.54787, -0.03702, 0.59611], [1.35192, 0.64972, -0.72299], [2.43554, 0.36767, 1.08910], [-1.75569, -0.99805, 2.20351], [2.21964, 0.62226, -1.37334], [-0.39281, -1.73743, -0.45440], [-1.64072, 1.28449, -1.92581], [1.68878, -1.11307, 0.47061], [-1.93145, -2.42973, 0.23845], [-1.03278, 2.85615, -1.19431]], "atomic_forces_ev_per_a": [[0.34, 0.06, 0.03], [-0.06, -0.11, -0.06], [-0.26, 0.22, -0.18], [0.06, -0.15, 0.10], [0.35, 0.29, -0.11], [-0.56, -0.04, 0.50], [0.29, -0.14, -0.06], [-0.03, -0.11, -0.01], [-0.17, -0.08, 0.06], [-0.03, 0.06, -0.17], [0.23, 0.11, -0.15], [-0.06, -0.16, -0.06], [0.10, 0.03, -0.03], [-0.20, -0.16, 0.06], [0.02, 0.19, 0.07]], "e_homo_ev": -8.3, "energy_ev": -17184.4462, "smiles": "C=C=CCSC=C", "molar_mass_g_mol": 112.20, "gap_ev": 9.22}

---

{"formula": "C23H34N4O", "method": "the ωB97M-V functional and the def2-TZVPD basis", "species": ["O", "N", "N", "N", "N", "C", "C", "C", "C", "C", "C", "C", "C", "C", "C", "C", "C", "C", "C", "C", "C", "C", "C", "C", "C", "C", "C", "C", "H", "H", "H", "H", "H", "H", "H", "H", "H", "H", "H", "H", "H", "H", "H", "H", "H", "H", "H", "H", "H", "H", "H", "H", "H", "H", "H", "H", "H", "H", "H", "H", "H", "H"], "xyz": [[-3.56320, -2.03539, 2.34534], [-0.44109, -1.83081, -1.12516], [3.33887, -0.08571, -0.89203], [4.12082, -2.07150, 0.10853], [-3.01952, -0.99259, -0.22678], [6.51832, -0.81741, 0.78645], [-1.64730, -2.33808, -1.74488], [-5.42085, 2.05816, -0.42534], [-4.10213, 1.29039, -0.56907], [-1.80310, -0.51123, 0.43127], [7.88502, 1.15376, 0.76399], [0.69657, -2.71381, -1.30408], [7.11365, 3.29769, -0.27870], [-5.33886, 3.37726, -1.19294], [-2.00723, -0.17352, 1.91658], [1.97108, -2.03293, -0.90855], [5.71397, 1.21209, -0.23231], [-4.20617, -0.15672, -0.06900], [2.99453, -2.67304, -0.21783], [7.69745, -0.17352, 1.10923], [-5.75972, 2.33279, 1.03820], [-2.41254, -1.36693, 2.79039], [-0.71448, -1.58075, 0.27695], [2.21941, -0.69626, -1.21756], [5.51626, -0.12445, 0.11083], [-2.73468, -1.27855, -1.62330], [4.26449, -0.79383, -0.24178], [6.89406, 1.86109, 0.08893], [-2.75837, 0.61035, 2.01169], [-6.67922, 2.90959, 1.10856], [-1.45076, -2.53603, -2.80139], [-1.03329, -2.51296, 0.77435], [7.97911, 3.39320, -0.93339], [6.35470, -1.85096, 1.04644], [1.47826, -0.10448, -1.73930], [-1.98788, -3.27517, -1.26828], [0.58755, -3.65757, -0.73725], [-3.47224, -2.16158, 1.38688], [-2.63859, -1.01384, 3.80125], [0.75323, -2.96973, -2.36844], [-4.96272, 2.90416, 1.51038], [8.81034, 1.65106, 1.01915], [-5.01052, -0.66030, -0.61452], [6.24494, 3.70466, -0.78905], [-1.56950, -2.07067, 2.86717], [-1.42887, 0.39872, -0.07473], [-4.54034, 3.99871, -0.79260], [2.90820, -3.71085, 0.08524], [-1.06654, 0.22372, 2.30340], [-5.89979, 1.40884, 1.59261], [7.30526, 3.89280, 0.61337], [-3.81929, 1.28313, -1.62408], [0.20085, -1.22617, 0.75688], [-6.27389, 3.92648, -1.11006], [4.92480, 1.72986, -0.75558], [-6.22352, 1.45260, -0.86188], [-2.38954, -0.38149, -2.16243], [-3.32234, 1.82115, -0.01867], [-4.48010, -0.16541, 0.98599], [8.47740, -0.70717, 1.63277], [-5.13953, 3.19981, -2.24755], [-3.65143, -1.64067, -2.09434]], "atomic_forces_ev_per_a": [[-0.35, -0.23, -0.12], [0.04, -0.13, -0.01], [0.30, 0.31, 0.02], [0.43, 0.07, 0.16], [0.08, -0.13, -0.03], [-0.19, 0.04, -0.10], [-0.18, 0.20, -0.15], [0.23, 0.20, 0.03], [-0.25, -0.34, -0.02], [0.33, 0.03, 0.31], [-0.07, -0.03, -0.02], [-0.05, -0.02, -0.11], [0.03, -0.01, 0.02], [-0.13, -0.28, 0.04], [-0.24, -0.33, -0.10], [0.33, 0.06, 0.14], [0.04, -0.16, 0.07], [-0.07, 0.31, 0.05], [-0.45, 0.12, -0.26], [0.11, 0.05, 0.03], [-0.07, -0.18, -0.24], [0.39, 0.18, 0.16], [-0.08, 0.34, 0.03], [-0.22, -0.42, -0.01], [0.60, 0.26, 0.19], [0.06, -0.29, -0.14], [-0.58, -0.37, -0.13], [0.04, -0.04, 0.03], [0.01, 0.10, 0.03], [-0.09, 0.06, 0.07], [-0.01, -0.03, 0.02], [0.03, 0.03, 0.04], [0.03, 0.08, -0.05], [0.01, -0.07, 0.03], [-0.12, -0.02, -0.04], [0.01, 0.03, -0.04], [0.01, 0.05, -0.09], [-0.03, 0.05, -0.03], [0.13, -0.02, -0.07], [-0.08, -0.08, 0.09], [0.11, 0.08, 0.08], [0.10, 0.05, 0.03], [-0.03, 0.02, 0.06], [-0.03, 0.08, -0.04], [-0.05, 0.11, 0.06], [-0.03, -0.10, 0.03], [0.11, 0.10, 0.04], [-0.12, -0.08, -0.01], [0.01, 0.07, -0.01], [-0.02, -0.06, 0.15], [0.00, 0.10, 0.01], [0.09, 0.06, -0.02], [-0.06, -0.02, 0.06], [-0.08, 0.12, -0.01], [-0.04, 0.08, -0.04], [0.01, -0.01, -0.01], [-0.06, -0.05, 0.00], [0.09, 0.09, -0.01], [-0.07, -0.04, -0.07], [0.05, -0.05, 0.04], [0.04, 0.04, -0.12], [0.01, 0.04, -0.02]], "e_homo_ev": -8.6, "energy_ev": -32411.1931, "smiles": "Cc1cccc(-c2ncc(CN3CCN(CCC(C)C)[C@@H](CCO)C3)cn2)c1", "molar_mass_g_mol": 382.55, "gap_ev": 9.02}

---

Result set for LUMO energy: -0.3 3.5 0.9 0.4 eV, one per record in the order listed.